{"formula": "C2H5N2O2S", "method": "ωB97M-V/def2-TZVPD", "symbols": ["C", "C", "N", "N", "O", "O", "S", "H", "H", "H", "H", "H"], "coordinates": [[1.2465, -0.3448, 0.2035], [0.2617, 0.2590, -0.6447], [0.4694, 0.9248, 0.4821], [-1.8656, -0.0669, 1.4779], [-2.9606, -1.2336, -0.3534], [-2.9793, 1.2396, -0.4329], [-2.3176, 0.0279, 0.0412], [1.1203, -1.3722, 0.6283], [2.2961, -0.1285, 0.1789], [0.4819, 0.6139, -1.6902], [-0.8976, -0.1205, -0.7615], [-1.1332, 0.4785, 1.6675]], "nbo_charge": [-0.33, -0.16, -0.49, -1.13, -0.98, -0.95, 2.16, 0.16, 0.15, 0.18, 0.01, 0.38], "charge": -1, "homo_energy_ev": [-3.9653, -3.9622], "e_tot_ev": -20061.6736, "de_lowest_kcal_mol": 120.7, "fmax_ev_per_a": 5.1}


{"formula": "C4H13NOS", "method": "ωB97M-V/def2-TZVPD", "symbols": ["C", "N", "C", "O", "H", "H", "H", "H", "H", "H", "H", "C", "S", "C", "H", "H", "H", "H", "H", "H"], "coordinates": [[-1.0071, 1.6028, -1.6468], [-1.8655, 0.4996, -1.2471], [-1.9259, 0.3217, 0.1726], [-2.8643, -0.6609, 0.5246], [-1.3783, 2.5115, -1.1623], [-1.0849, 1.7648, -2.7178], [0.0280, 1.4820, -1.3062], [-1.6233, -0.3482, -1.7356], [-0.9645, 0.0307, 0.6157], [-2.2155, 1.2829, 0.6182], [-3.6255, -0.5349, -0.0471], [2.3729, 0.4627, 0.8664], [2.0094, -0.8875, -0.3145], [1.7339, -2.2070, 0.8793], [3.3389, 0.2864, 1.3366], [1.5804, 0.4681, 1.6070], [2.4513, 1.3841, 0.3010], [1.4124, -3.0682, 0.2984], [2.6803, -2.4274, 1.3675], [0.9471, -1.9633, 1.5902]], "nbo_charge": [-0.42, -0.65, 0.11, -0.72, 0.19, 0.21, 0.17, 0.36, 0.14, 0.14, 0.47, -0.73, 0.17, -0.74, 0.21, 0.21, 0.23, 0.23, 0.21, 0.22], "charge": 0, "homo_energy_ev": -8.6217, "e_tot_ev": -18731.0500, "de_lowest_kcal_mol": 22.2, "fmax_ev_per_a": 0.9}


{"formula": "C18H31N3O3", "method": "ωB97M-V/def2-TZVPD", "symbols": ["C", "C", "O", "N", "C", "C", "C", "C", "C", "C", "N", "C", "C", "N", "H", "H", "H", "H", "H", "H", "H", "H", "H", "H", "H", "H", "H", "H", "H", "C", "C", "C", "O", "C", "H", "H", "H", "H", "H", "H", "H", "H", "C", "C", "C", "O", "C", "H", "H", "H", "H", "H", "H", "H", "H"], "coordinates": [[-0.9286, -0.6095, 2.1957], [-0.4172, -1.8828, 3.0257], [-1.2761, -2.5488, 3.7027], [0.9976, -2.3433, 3.1236], [1.6469, -2.4676, 1.7783], [1.1194, -3.7304, 0.9081], [1.8112, -3.5591, -0.5652], [1.1499, -2.3344, -1.3918], [2.1708, -1.5584, -2.3572], [3.5114, -1.0461, -1.5990], [4.1853, -0.5146, -0.7355], [1.4765, -0.2757, -3.0944], [2.6794, 0.7761, -3.4027], [3.5976, 1.4877, -3.7532], [-0.3508, 0.3599, 2.5041], [-2.0404, -0.3921, 2.4310], [-0.7990, -0.8132, 1.0754], [1.4900, -1.5375, 3.5762], [2.7704, -2.6870, 1.9844], [1.6443, -1.4765, 1.1794], [-0.0266, -3.7875, 0.8480], [1.5835, -4.6925, 1.3630], [1.7655, -4.5448, -1.1785], [2.9443, -3.4025, -0.3529], [0.5893, -1.6284, -0.6783], [0.3403, -2.8012, -2.0845], [2.5229, -2.3046, -3.1669], [0.7377, 0.2831, -2.4217], [0.9938, -0.5552, -4.0915], [-0.5864, 4.9158, 4.1092], [0.6198, 4.4437, 4.8879], [0.6557, 2.9670, 4.5495], [0.1113, 2.8297, 3.2290], [-0.5018, 4.0713, 2.8538], [-0.5841, 5.9875, 3.9023], [-1.5016, 4.6751, 4.6607], [1.5217, 4.9359, 4.5089], [0.5527, 4.6335, 5.9607], [0.0267, 2.3870, 5.2332], [1.6679, 2.5559, 4.5738], [0.1358, 4.5448, 2.0995], [-1.4816, 3.8786, 2.4106], [-3.7816, -0.3874, -3.6218], [-3.2208, 0.1877, -4.9026], [-1.8243, 0.5978, -4.4799], [-1.4200, -0.3108, -3.4448], [-2.5659, -1.0634, -3.0204], [-4.6167, -1.0729, -3.7765], [-4.1202, 0.4233, -2.9680], [-3.1652, -0.5945, -5.6671], [-3.8048, 1.0172, -5.3050], [-1.8168, 1.6090, -4.0598], [-1.1080, 0.5578, -5.3044], [-2.4533, -2.0858, -3.3975], [-2.6008, -1.0965, -1.9289]], "nbo_charge": [-0.75, 0.68, -0.54, -0.67, -0.24, -0.42, -0.42, -0.41, -0.27, 0.26, -0.32, -0.46, 0.26, -0.33, 0.26, 0.25, 0.22, 0.37, 0.21, 0.18, 0.21, 0.23, 0.22, 0.22, 0.22, 0.23, 0.25, 0.27, 0.27, -0.43, -0.43, -0.07, -0.55, -0.07, 0.22, 0.20, 0.20, 0.22, 0.17, 0.19, 0.17, 0.18, -0.43, -0.43, -0.07, -0.56, -0.07, 0.22, 0.20, 0.20, 0.22, 0.17, 0.18, 0.17, 0.19], "charge": 0, "homo_energy_ev": -9.7393, "e_tot_ev": -29776.5534, "fmax_ev_per_a": 6.8}


{"formula": "C24H43ClP2Sc", "method": "ωB97M-V/def2-TZVPD", "symbols": ["Sc", "C", "C", "C", "C", "C", "C", "H", "H", "H", "C", "H", "H", "H", "C", "H", "H", "H", "C", "H", "H", "H", "C", "H", "H", "H", "C", "C", "C", "C", "C", "C", "C", "C", "H", "H", "H", "H", "H", "H", "H", "H", "H", "H", "H", "H", "P", "C", "C", "P", "C", "C", "C", "H", "H", "H", "H", "H", "H", "H", "H", "H", "H", "H", "H", "H", "H", "Cl", "C", "H", "H"], "coordinates": [[-0.8935, 1.7035, 1.2060], [1.0721, 2.1842, 2.3138], [1.1906, 2.7356, 0.9841], [-0.4150, 3.9529, 2.1260], [0.0924, 2.9710, 3.0167], [0.2117, 3.7855, 0.8570], [1.9289, 1.1430, 2.9340], [2.1973, 0.3699, 2.2016], [1.3920, 0.6719, 3.7666], [2.8655, 1.5613, 3.3387], [-0.2181, 2.8700, 4.4674], [-0.0735, 1.8466, 4.8296], [-1.2540, 3.1744, 4.6532], [0.4436, 3.5472, 5.0312], [-1.3328, 5.0656, 2.4948], [-1.1536, 5.3826, 3.5299], [-2.3782, 4.7645, 2.3803], [-1.1522, 5.9281, 1.8508], [0.0356, 4.6898, -0.3054], [0.6683, 5.5841, -0.1777], [-1.0032, 5.0315, -0.3746], [0.3072, 4.1889, -1.2388], [2.1736, 2.3435, -0.0547], [2.5594, 3.2231, -0.5919], [1.7050, 1.6976, -0.8156], [3.0230, 1.8053, 0.3901], [1.0838, -2.8858, 1.5320], [2.2455, -2.1976, 1.5199], [2.8305, -1.5186, 0.2972], [2.3323, -2.2451, -1.0110], [1.3690, -1.5578, -1.8561], [0.2072, -0.8198, -1.3685], [-0.1068, -1.0306, 0.1676], [-0.1421, -2.4727, 0.7482], [3.9353, -1.5713, 0.3449], [1.9112, -3.2146, -0.6862], [2.5799, -0.4481, 0.2135], [-0.3249, -3.2509, -0.0614], [0.9881, -3.8072, 2.1243], [2.9748, -2.3046, 2.3374], [-1.0295, -2.5609, 1.4101], [0.6955, -0.5027, 0.7073], [0.4129, 0.2682, -1.5003], [-1.1009, -0.5832, 0.4416], [3.2332, -2.5142, -1.5911], [1.7225, -1.3569, -2.8817], [-0.4451, -3.5930, -1.9225], [-1.3054, -5.1535, -1.6193], [0.6981, -3.9818, -3.3025], [-1.3411, -0.8017, -2.4680], [-1.8419, -2.5657, -2.4465], [-0.8017, -0.6565, -4.1928], [-2.8975, 0.1085, -2.3940], [-2.3549, -4.9572, -1.3610], [-0.8222, -5.6650, -0.7771], [-1.2605, -5.7930, -2.5101], [0.3135, -4.8224, -3.8857], [1.6603, -4.2704, -2.8592], [0.8760, -3.1178, -3.9546], [-3.6386, -0.4166, -3.0275], [-2.7709, 1.1336, -2.7887], [-3.2822, 0.1505, -1.3610], [-2.6565, -2.6618, -1.7024], [-2.2245, -2.9271, -3.4256], [-1.1373, 0.3144, -4.5888], [-1.2676, -1.4540, -4.7944], [0.2862, -0.7354, -4.2824], [-2.2048, 0.1939, 2.7628], [-2.7830, 1.8230, 2.3133], [-3.6820, 1.7664, 1.6729], [-2.9261, 2.4355, 3.2140]], "mulliken_charge": [0.41, 0.73, 0.55, 0.40, 0.67, 1.04, -1.21, 0.05, 0.31, 0.36, -1.68, 0.35, 0.43, 0.35, -1.84, 0.40, 0.25, 0.46, -1.92, 0.36, 0.47, 0.41, -1.30, 0.51, 0.03, 0.39, -0.88, -0.42, -0.11, -0.99, -1.08, 0.96, 0.87, -0.46, 0.59, 0.17, -0.36, -0.67, 0.41, 0.46, 0.60, -0.84, -0.34, 0.15, 0.37, 0.45, 1.07, -1.32, -1.31, 1.22, -1.57, -1.46, -1.31, 0.35, 0.34, 0.43, 0.47, 0.34, 0.33, 0.42, 0.44, 0.38, 0.52, 0.66, 0.46, 0.39, 0.30, -0.11, -0.80, 0.52, 0.37], "charge": 1, "homo_energy_ev": [-7.7722, -7.7723], "e_tot_ev": -77374.8935, "de_lowest_kcal_mol": 79.4, "fmax_ev_per_a": 3.9}


{"formula": "C4H7AlO2", "method": "ωB97M-V/def2-TZVPD", "symbols": ["O", "C", "C", "H", "H", "H", "Al", "C", "C", "O", "H", "H", "H", "H"], "coordinates": [[1.7050, -0.9781, 0.5217], [0.6731, -1.1696, 1.2457], [-0.6434, -0.8726, 0.8480], [-1.3448, -0.6708, 1.6634], [0.8716, -1.1627, 2.3340], [-0.9885, -1.4077, -0.0426], [2.7026, 0.1721, 0.1635], [-0.2637, 0.9117, -1.4084], [-0.2972, 1.0233, 0.0088], [-0.6374, -0.2601, -2.0619], [0.4497, 1.5035, -1.9982], [-0.9263, 1.8914, 0.2568], [0.1832, 1.1587, 0.9828], [-1.4840, -0.1392, -2.5138]], "nbo_charge": [-1.00, 0.21, -0.38, 0.25, 0.17, 0.25, 0.88, 0.56, -0.80, -0.65, 0.23, 0.36, 0.38, 0.54], "spin_multiplicity": 2, "charge": 1, "homo_energy_ev": [-11.6837, -12.2479], "s_squared": 0.77, "e_tot_ev": -14939.6642, "de_lowest_kcal_mol": 104.6, "fmax_ev_per_a": 6.7}